(1)
{
  "formula": "C38H30CoN4P",
  "method": "the ωB97M-V functional and the def2-TZVPD basis",
  "species": ["Co", "C", "C", "C", "C", "C", "C", "C", "C", "C", "C", "C", "C", "C", "C", "C", "N", "H", "H", "H", "H", "H", "H", "H", "H", "H", "H", "C", "C", "C", "C", "C", "C", "C", "P", "C", "C", "C", "C", "C", "C", "C", "C", "C", "C", "C", "C", "C", "C", "H", "H", "H", "H", "H", "H", "H", "H", "H", "H", "H", "H", "H", "H", "H", "H", "H", "H", "H", "H", "N", "C", "N", "C", "N"],
  "xyz": [[-0.147304, 0.067153, 1.456324], [-0.106828, 0.659359, 5.655162], [-0.881792, -0.413088, 6.091061], [-1.453172, -1.249645, 5.152089], [-1.245199, -1.006983, 3.791481], [-0.463161, 0.062086, 3.322015], [0.097628, 0.885859, 4.306268], [-1.892058, -1.810632, 2.737993], [-2.632285, -2.999574, 3.022616], [-3.262672, -3.650580, 2.012803], [-3.253242, -3.096931, 0.700802], [-3.986244, -3.657538, -0.371065], [-4.027701, -3.035482, -1.589790], [-3.346579, -1.814253, -1.772778], [-2.609410, -1.271855, -0.757585], [-2.520898, -1.919291, 0.496042], [-1.771092, -1.343872, 1.494867], [0.344861, 1.318490, 6.388480], [-1.035147, -0.586893, 7.148383], [-2.063275, -2.075995, 5.489649], [0.716611, 1.721772, 3.997926], [-2.654053, -3.378457, 4.031739], [-3.804243, -4.570832, 2.196853], [-4.524912, -4.581704, -0.198394], [-4.595826, -3.461112, -2.406558], [-3.410934, -1.300846, -2.723399], [-2.112906, -0.322281, -0.874136], [1.673990, 1.393359, -3.749892], [1.202589, -0.009824, -3.486208], [1.322243, -0.948340, -4.507217], [0.969796, -2.275630, -4.324557], [0.484880, -2.695829, -3.096060], [0.356279, -1.771280, -2.073948], [0.693568, -0.431585, -2.251979], [0.490299, 0.617119, -0.768124], [2.021957, 1.624710, -0.710956], [1.921311, 3.014626, -0.634747], [3.048371, 3.807150, -0.499270], [4.296771, 3.209794, -0.426316], [4.405375, 1.831999, -0.504940], [3.284886, 1.020370, -0.656436], [3.488891, -0.463577, -0.784499], [-0.852557, 1.774804, -1.163154], [-1.453055, 1.938410, -2.403116], [-2.638726, 2.650405, -2.519276], [-3.212251, 3.192499, -1.374225], [-2.611786, 3.034865, -0.137949], [-1.420695, 2.316029, 0.009242], [-0.790266, 2.022086, 1.307923], [1.629847, 1.605226, -4.818404], [2.707059, 1.519443, -3.419246], [1.087600, 2.143435, -3.222763], [1.710389, -0.624818, -5.465029], [1.081153, -2.978124, -5.139789], [0.214782, -3.728720, -2.927354], [0.000601, -2.093163, -1.102680], [0.946358, 3.481404, -0.689882], [2.943943, 4.882883, -0.438641], [5.187171, 3.809626, -0.289340], [5.375724, 1.366682, -0.406559], [4.438045, -0.743277, -0.325234], [3.513780, -0.765276, -1.835086], [2.699297, -1.030141, -0.293212], [-1.022792, 1.464860, -3.278239], [-3.118358, 2.757703, -3.482962], [-4.146015, 3.737100, -1.446901], [-3.072671, 3.456097, 0.747139], [-1.411710, 2.358638, 2.138903], [0.185334, 2.518527, 1.399515], [1.598545, -0.968206, 1.819385], [2.692445, -1.050996, 2.214880], [3.851791, -1.237912, 2.727077], [4.928663, -1.030158, 2.018091], [5.939008, -0.869900, 1.473204]],
  "forces_ev_per_angstrom": [[0.675, 0.538, -0.339], [0.030, 0.048, 0.137], [0.000, -0.001, -0.038], [0.068, 0.088, -0.014], [-0.126, -0.140, -0.331], [-0.016, -0.081, 0.355], [0.013, 0.016, -0.222], [0.026, 0.131, -0.281], [0.055, 0.134, -0.334], [0.036, 0.094, -0.064], [-0.213, -0.337, 0.150], [0.035, 0.026, -0.013], [0.018, -0.015, 0.093], [0.017, -0.047, 0.057], [-0.012, -0.071, 0.033], [0.267, 0.310, 0.206], [-0.270, -0.312, 0.365], [0.017, 0.020, -0.006], [-0.005, -0.005, 0.017], [-0.058, -0.068, 0.013], [0.028, 0.042, 0.035], [-0.025, -0.045, 0.032], [-0.020, -0.028, -0.016], [-0.031, -0.019, -0.019], [-0.014, -0.030, 0.005], [0.018, 0.032, -0.008], [0.074, 0.084, -0.027], [-0.002, 0.096, -0.019], [0.014, 0.010, -0.051], [-0.002, -0.014, -0.023], [-0.029, -0.028, 0.033], [0.021, 0.056, -0.055], [-0.022, -0.069, 0.061], [0.033, -0.011, 0.079], [-0.041, -0.028, 0.334], [-0.061, 0.112, -0.014], [0.003, -0.080, -0.024], [-0.029, 0.024, -0.001], [0.012, 0.009, 0.022], [0.017, 0.100, 0.069], [-0.060, -0.105, -0.002], [0.081, -0.084, -0.060], [0.034, -0.089, 0.042], [-0.009, 0.020, -0.073], [-0.002, 0.003, 0.033], [-0.044, 0.015, -0.097], [0.016, 0.001, 0.086], [-0.030, -0.040, -0.129], [-0.065, -0.184, 0.178], [0.015, 0.025, -0.027], [0.033, -0.002, -0.003], [0.006, -0.028, -0.027], [0.021, 0.007, -0.056], [0.005, -0.038, -0.033], [-0.012, -0.056, -0.010], [0.008, 0.011, 0.036], [-0.038, 0.016, 0.004], [0.014, 0.023, 0.006], [0.017, 0.037, -0.016], [0.079, -0.104, -0.027], [-0.101, 0.012, -0.173], [-0.028, 0.017, -0.050], [-0.028, 0.025, -0.111], [-0.034, 0.014, -0.001], [-0.023, 0.015, -0.025], [-0.023, 0.018, -0.013], [-0.037, 0.008, 0.026], [-0.006, 0.002, -0.005], [-0.010, 0.056, -0.007], [-0.275, 0.028, 0.090], [-0.882, -0.184, -0.194], [0.188, -0.067, 0.426], [0.339, 0.046, 0.157], [0.354, 0.044, -0.144]],
  "lowdin_charge": [0.249, -0.107, -0.116, -0.058, -0.182, -0.166, -0.099, -0.182, 0.001, -0.014, -0.165, -0.049, -0.093, -0.070, -0.016, -0.187, 0.128, 0.092, 0.088, 0.088, 0.095, 0.096, 0.110, 0.105, 0.095, 0.105, 0.080, -0.045, -0.273, -0.057, -0.087, -0.080, -0.101, -0.304, 1.109, -0.295, -0.101, -0.091, -0.088, -0.045, -0.261, -0.060, -0.346, -0.100, -0.107, -0.102, -0.050, -0.324, -0.178, 0.079, 0.090, 0.060, 0.105, 0.096, 0.101, 0.095, 0.100, 0.096, 0.097, 0.103, 0.041, 0.087, 0.044, 0.094, 0.089, 0.093, 0.104, 0.052, 0.051, 0.122, -0.341, 0.070, -0.446, 0.074],
  "charge": -1,
  "relative_energy_kj_mol": 16.3,
  "spin_multiplicity": 2,
  "gap_ev": [6.76, 6.71],
  "homo_ev": [-4.423, -4.377]
}

(2)
{
  "formula": "C38H30N10SbSe4Tc",
  "method": "the ωB97M-V functional and the def2-TZVPD basis",
  "species": ["Tc", "C", "C", "C", "C", "C", "N", "C", "C", "C", "C", "C", "C", "C", "C", "N", "C", "N", "C", "N", "C", "N", "C", "N", "C", "N", "C", "C", "C", "C", "C", "C", "C", "C", "C", "C", "C", "C", "C", "C", "N", "H", "H", "H", "H", "H", "H", "H", "H", "H", "H", "H", "H", "H", "H", "H", "H", "C", "C", "N", "C", "C", "C", "C", "N", "H", "H", "H", "H", "H", "H", "H", "H", "H", "H", "H", "H", "H", "H", "Se", "Sb", "Se", "Se", "Se"],
  "xyz": [[0.398635, 0.835432, -0.017870], [-4.542948, 3.505975, -3.341400], [-5.276470, 2.462736, -2.780256], [-4.644223, 1.429798, -2.093072], [-3.269246, 1.501768, -1.979491], [-2.294511, 0.586076, -1.382372], [-2.537834, -0.706580, -1.141680], [-1.569808, -1.501321, -0.802436], [-1.650574, -2.961875, -1.003147], [-2.558100, -3.732586, -1.682836], [-2.233587, -5.087835, -1.852429], [-1.053586, -5.610762, -1.346408], [-0.152832, -4.806675, -0.630683], [-0.489490, -3.487611, -0.480463], [0.260555, -2.343354, 0.080910], [1.328323, -2.490346, 0.816420], [2.159457, -1.464237, 0.971943], [2.065400, -0.283803, 0.312800], [3.360903, 0.251461, 0.264861], [3.790001, 1.044691, -0.626144], [2.964030, 1.576586, -1.549280], [1.601251, 1.709971, -1.439509], [1.163866, 2.413163, -2.577644], [-0.140918, 2.764124, -2.875562], [-1.122467, 2.263020, -2.256739], [-1.074813, 1.156945, -1.361089], [-2.542380, 2.546223, -2.529371], [-3.150585, 3.558040, -3.231491], [2.324157, 2.548567, -3.506730], [2.415227, 2.980532, -4.805568], [3.689555, 2.957184, -5.386847], [4.811647, 2.517662, -4.683531], [4.696236, 2.063070, -3.377787], [3.429229, 2.073409, -2.816204], [4.191611, -0.461288, 1.247257], [5.471221, -0.237580, 1.686081], [5.976594, -1.133580, 2.632835], [5.223251, -2.211536, 3.085051], [3.934100, -2.443469, 2.600930], [3.440207, -1.537340, 1.686250], [-0.374151, -1.162377, -0.209354], [-5.064312, 4.289826, -3.876720], [-6.354116, 2.452908, -2.887752], [-5.207923, 0.606211, -1.666534], [-3.477455, -3.312569, -2.078675], [-2.909042, -5.733839, -2.399980], [-0.818931, -6.653878, -1.516767], [0.771099, -5.205443, -0.230615], [-2.573916, 4.361043, -3.673275], [1.543963, 3.328835, -5.350708], [3.810042, 3.291555, -6.409920], [5.782654, 2.526382, -5.165711], [5.556670, 1.712109, -2.818737], [6.051647, 0.600874, 1.322341], [6.976740, -0.987905, 3.021135], [5.645690, -2.880965, 3.823538], [3.346337, -3.289607, 2.936835], [-2.449135, -2.715922, 4.326309], [-2.297915, -1.235068, 4.649715], [-2.292372, -0.372846, 3.445532], [-3.573267, 0.202716, 3.019046], [-4.332397, -0.631588, 1.995609], [-1.166426, -0.123318, 2.756924], [0.142619, -0.507641, 3.387285], [-1.152149, 0.494645, 1.600683], [-2.330936, -3.311003, 5.235125], [-1.689180, -3.041692, 3.606711], [-3.432644, -2.938138, 3.908530], [-1.389452, -1.069343, 5.217258], [-3.120696, -0.897907, 5.274610], [-3.389269, 1.211096, 2.646525], [-4.177489, 0.320784, 3.914999], [-3.759146, -0.788025, 1.076296], [-5.262583, -0.121561, 1.732923], [-4.593872, -1.612200, 2.398847], [0.224919, -0.070000, 4.380533], [0.954583, -0.115280, 2.787643], [0.247149, -1.590855, 3.483149], [-2.081515, 0.723246, 1.268350], [4.490155, 3.945070, 0.871004], [2.282782, 4.725494, 0.540616], [0.500235, 2.628840, 1.330993], [1.133649, 5.909939, 2.219392], [1.418268, 4.792740, -1.721008]],
  "forces_ev_per_angstrom": [[-0.196, 0.650, 0.785], [0.175, 0.050, -0.018], [-0.003, -0.070, 0.071], [-0.214, -0.109, -0.049], [-0.032, -0.453, 0.301], [0.051, 0.020, -0.224], [-0.273, 0.493, -0.099], [-0.013, -0.331, 0.229], [-0.168, 0.666, -0.062], [-0.308, -0.261, -0.160], [-0.154, 0.203, 0.001], [0.188, 0.065, 0.137], [0.034, -0.452, -0.007], [0.571, 0.443, 0.329], [-0.585, 0.030, 0.018], [0.656, 0.336, 0.272], [-0.005, -0.438, -0.001], [0.004, -0.050, 0.030], [-0.054, -0.600, 0.326], [0.114, 0.612, -0.549], [-0.645, -0.118, -0.210], [0.850, -0.830, -0.515], [0.410, 2.326, 0.912], [1.040, -0.579, -0.304], [-0.641, -0.365, 0.058], [-0.129, 0.045, -0.251], [0.487, 0.076, 0.071], [-0.217, 0.233, -0.170], [-0.975, -0.272, 0.182], [0.078, 0.199, -0.355], [-0.186, 0.043, 0.052], [0.060, 0.019, -0.023], [0.205, 0.028, 0.017], [0.157, -0.322, 0.456], [-0.161, 0.434, -0.251], [0.307, 0.035, 0.106], [0.046, 0.123, -0.075], [-0.158, -0.069, -0.011], [0.085, -0.167, 0.124], [-0.527, -0.284, 0.033], [0.173, -0.610, -0.611], [0.032, -0.033, 0.026], [0.063, 0.008, 0.011], [0.079, 0.079, -0.078], [0.140, -0.061, 0.005], [0.029, 0.047, 0.042], [-0.016, 0.040, 0.047], [-0.046, -0.002, -0.034], [-0.053, -0.029, 0.011], [0.143, -0.030, 0.036], [-0.025, -0.017, 0.040], [-0.113, 0.005, 0.033], [-0.105, 0.035, -0.034], [-0.001, -0.043, 0.026], [-0.043, 0.002, -0.009], [-0.017, 0.014, -0.046], [0.058, 0.038, -0.040], [0.015, -0.069, -0.076], [-0.019, 0.064, -0.274], [0.131, 0.080, 0.102], [0.043, -0.188, -0.023], [-0.072, -0.065, -0.087], [-0.050, -0.042, 0.231], [-0.082, -0.126, -0.113], [-0.022, -0.341, -0.026], [-0.018, 0.069, -0.079], [-0.089, 0.025, 0.099], [0.085, 0.012, 0.009], [0.078, 0.067, 0.050], [-0.030, 0.034, 0.041], [0.004, 0.072, -0.009], [-0.017, 0.019, 0.050], [-0.066, 0.021, 0.111], [0.064, -0.054, 0.002], [0.029, 0.100, -0.033], [-0.010, 0.013, 0.022], [0.087, 0.020, -0.043], [-0.021, 0.069, -0.010], [-0.004, 0.028, -0.006], [-0.326, 0.006, -0.204], [1.275, 0.269, 0.632], [-0.417, -0.569, 0.100], [-0.270, -0.118, -0.164], [-0.468, -0.199, -0.903]],
  "lowdin_charge": [1.170, -0.017, -0.029, 0.021, -0.105, -0.227, 0.221, -0.225, -0.109, 0.033, -0.021, -0.021, 0.032, -0.109, -0.206, 0.239, -0.233, -0.018, -0.244, 0.215, -0.244, -0.081, -0.367, 0.138, -0.245, -0.018, -0.093, 0.032, -0.195, 0.013, -0.010, -0.027, 0.040, -0.135, -0.094, 0.037, -0.013, -0.024, 0.028, -0.108, 0.042, 0.123, 0.121, 0.126, 0.130, 0.123, 0.123, 0.129, 0.132, 0.131, 0.123, 0.122, 0.132, 0.127, 0.124, 0.122, 0.128, -0.055, -0.178, -0.058, -0.182, -0.051, -0.396, 0.001, -0.088, 0.089, 0.071, 0.070, 0.107, 0.125, 0.121, 0.126, 0.045, 0.088, 0.074, 0.105, 0.038, 0.094, 0.042, 0.023, -0.148, 0.380, 0.058, 0.442],
  "charge": 2,
  "gap_ev": 4.34,
  "homo_ev": -12.360
}

Across the entries above, energy takes the values -92771.30960, -324903.07974 eV, respectively.